{"formula": "C6H18InO6", "method": "ωB97M-V/def2-TZVPD", "fmax_ev_per_a": 3.00, "homo_lumo_gap_ev": 1.34, "charge": 3, "e_lumo_ev": -16.29, "de_lowest_kcal_mol": 120.9, "homo_energy_ev": -17.6226, "elements": ["In", "C", "C", "O", "O", "H", "H", "H", "H", "H", "H", "C", "C", "O", "O", "H", "H", "H", "H", "H", "H", "C", "C", "O", "O", "H", "H", "H", "H", "H", "H"], "coordinates": [[-1.8107, -1.0022, -0.0351], [1.2860, 3.9196, 0.7326], [0.1744, 4.7751, -0.0211], [-0.6408, 3.8702, -0.8185], [0.6619, 3.0233, 1.6275], [2.0289, 4.5674, 1.1979], [1.7338, 3.3127, -0.0542], [0.5865, 5.5139, -0.7085], [-0.4522, 5.2239, 0.7497], [-1.3572, 4.4649, -1.0526], [1.3127, 2.9096, 2.3240], [1.4694, -0.3786, -5.7305], [1.8173, -1.3505, -6.8508], [0.8545, -2.4250, -7.0736], [1.7211, -0.7425, -4.3963], [0.4987, 0.1090, -5.8200], [2.2513, 0.3799, -5.7662], [2.8300, -1.7069, -6.6623], [1.9170, -0.8443, -7.8110], [0.1403, -2.1130, -6.5131], [2.6479, -0.9438, -4.2475], [-2.1821, -2.5434, 6.1486], [-1.3903, -3.7663, 5.7506], [-1.6453, -4.2473, 4.3880], [-2.3005, -1.6110, 5.0446], [-1.7378, -1.9997, 6.9823], [-3.1543, -2.9240, 6.4617], [-1.5670, -4.5172, 6.5206], [-0.3705, -3.4430, 5.9598], [-2.5005, -4.6811, 4.4333], [-2.8226, -0.8295, 5.2402]], "forces_ev_per_angstrom": [[-0.0878, -0.0414, 0.0072], [-2.0122, 1.0685, -0.4373], [0.9300, -2.1358, -0.5369], [0.5852, 0.8899, 1.4624], [0.6222, 0.4009, -0.5390], [-0.0095, -0.1152, 0.0675], [0.4274, -0.1336, -0.5341], [0.1587, 0.2377, 0.3267], [-0.0259, 0.2762, 0.3191], [-0.5600, -0.1454, -0.7933], [-0.0633, -0.2624, 0.6888], [0.7463, 1.3281, 0.6499], [-0.4901, -1.6506, -0.3226], [2.1074, 1.6247, 1.3270], [-1.5179, -1.0956, 0.1653], [-0.0523, -0.2646, 0.2061], [0.1091, 0.8076, -1.3519], [0.1058, -0.9031, -0.2588], [-0.2059, 0.7569, -0.1575], [-1.1790, -0.4397, -0.2782], [0.4592, -0.1749, -0.1511], [-0.3753, 2.2259, -1.2526], [0.1280, -1.0432, -0.8740], [0.7920, 1.6279, 2.3974], [0.2481, -1.9445, 0.2862], [-0.1112, -0.1499, 0.3447], [-0.6933, 0.0487, 0.0005], [-0.3433, -0.2783, -0.2738], [0.6375, -0.1922, -1.1134], [-0.2860, -0.6516, -0.1067], [-0.0439, 0.3289, 0.7322]], "nbo_charge": [0.9978, -0.1019, -0.0913, -0.6169, -0.5658, 0.2299, 0.2490, 0.2261, 0.2506, 0.4947, 0.5002, -0.1195, -0.1257, -0.4522, -0.5466, 0.2235, 0.2604, 0.2379, 0.2876, 0.4798, 0.5015, -0.0811, -0.1151, -0.5417, -0.5692, 0.2401, 0.2627, 0.2312, 0.2518, 0.4940, 0.5082]}

{"formula": "C3HN3O2", "method": "ωB97M-V/def2-TZVPD", "fmax_ev_per_a": 4.46, "homo_lumo_gap_ev": [8.60, 7.76], "charge": 0, "e_lumo_ev": [-1.70, -2.76], "de_lowest_kcal_mol": 124.7, "homo_energy_ev": [-10.3073, -10.5204], "elements": ["C", "C", "C", "N", "N", "N", "O", "O", "H"], "coordinates": [[1.2564, 0.6754, -0.8514], [-0.9292, -0.1718, -1.3556], [0.3190, -0.2395, -0.7816], [1.9693, 1.5807, -0.7013], [-1.9865, -0.0968, -1.8154], [-0.3579, -0.1699, 1.6626], [-1.0676, -1.0856, 1.8193], [0.2641, 0.6562, 2.2502], [0.5323, -1.1486, -0.2269]], "forces_ev_per_angstrom": [[2.5673, 3.6425, 0.2490], [-1.2227, 0.4138, -0.7615], [-1.7133, -3.7445, 0.9925], [0.2258, -0.2754, -0.3470], [0.0904, -0.0985, 0.0482], [1.1471, 1.5088, -1.4364], [-0.4846, -0.4920, 1.1466], [-0.7604, -0.8729, 0.5106], [0.1506, -0.0817, -0.4019]], "nbo_charge": [0.1963, 0.2173, -0.3203, -0.1872, -0.2189, 0.5333, -0.2457, -0.2431, 0.2683]}

{"formula": "C12H28AgF6O8", "method": "ωB97M-V/def2-TZVPD", "fmax_ev_per_a": 3.67, "s2": 0.7579, "spin_multiplicity": 2, "homo_lumo_gap_ev": [7.81, 5.15], "charge": 0, "e_lumo_ev": [0.10, -2.52], "de_lowest_kcal_mol": 67.0, "homo_energy_ev": [-7.7155, -7.6776], "elements": ["Ag", "C", "O", "O", "C", "F", "F", "F", "C", "C", "H", "H", "H", "H", "H", "H", "C", "O", "O", "C", "F", "F", "F", "C", "C", "H", "H", "H", "H", "H", "H", "C", "O", "H", "H", "H", "H", "C", "O", "H", "H", "H", "H", "C", "O", "H", "H", "H", "H", "C", "O", "H", "H", "H", "H"], "coordinates": [[0.0675, -0.4065, -1.3847], [-1.9072, 1.7760, -0.1556], [-2.2139, 0.7221, 0.7839], [-1.6529, 1.1802, -1.3812], [-2.9139, 3.0177, -0.0831], [-2.9361, 3.6341, -1.2694], [-4.2079, 2.6315, 0.0143], [-2.6791, 3.9941, 0.8560], [-2.5490, 0.9333, 2.2000], [-2.5663, -0.4587, 2.7697], [-3.3290, -1.0268, 2.2372], [-1.6172, -0.9860, 2.8661], [-2.9843, -0.4227, 3.7757], [-3.5107, 1.4338, 2.3130], [-1.8542, 1.5819, 2.7335], [-0.9364, 2.2046, 0.0935], [2.5933, 0.2932, 1.2058], [2.2645, 1.1984, 2.3091], [1.5455, 0.2674, 0.2454], [4.0943, 0.4859, 0.8148], [4.9545, 0.2425, 1.8564], [4.3306, -0.5295, -0.0207], [4.3953, 1.6096, 0.1497], [1.0736, 0.9405, 3.1666], [1.0315, 2.0656, 4.1842], [0.2993, 1.8134, 4.9513], [1.9644, 2.1356, 4.7435], [0.9694, 3.0569, 3.7352], [1.1237, -0.0208, 3.6779], [0.1659, 1.0083, 2.5669], [2.6936, -0.7067, 1.6280], [-0.4903, -1.7587, -4.6656], [-0.9796, -1.4712, -3.3454], [0.3061, -2.4971, -4.5724], [-1.2700, -2.1211, -5.3355], [0.1150, -1.0286, -5.2029], [-1.9358, -1.5065, -3.4225], [1.8413, -3.1265, -0.6950], [1.3417, -2.4057, -1.7912], [1.4034, -4.1244, -0.6739], [2.9258, -3.1822, -0.7897], [1.5147, -2.7022, 0.2544], [1.8740, -2.6442, -2.5537], [-2.4582, -2.4193, -0.3685], [-1.1334, -2.1141, 0.0275], [-3.1652, -2.6857, 0.4172], [-2.7801, -1.4670, -0.7901], [-2.4542, -3.1876, -1.1417], [-0.7291, -2.9174, 0.3634], [1.8134, 1.8229, -2.6414], [1.0932, 0.7130, -3.0659], [1.2014, 2.5773, -2.1469], [2.6284, 1.6697, -1.9341], [2.2006, 2.2877, -3.5482], [1.4282, 0.6200, -3.9607]], "forces_ev_per_angstrom": [[-0.2221, 0.4218, 1.2039], [0.8651, -1.0235, 1.2628], [-0.4073, 1.1468, -0.1200], [-0.9292, 0.5931, 1.0186], [-1.3358, 0.1405, -1.5806], [1.1133, 0.4880, -0.3187], [0.4198, -0.4800, 1.2392], [0.1578, -1.8395, -0.6922], [0.5718, 0.0794, -1.0193], [-1.0330, -0.0641, 0.8553], [0.3819, -0.2982, -0.3053], [0.0206, 0.2445, -0.5557], [0.0856, 0.2207, 0.2866], [-0.2833, -0.2106, -0.2687], [0.4742, 0.0132, -0.3165], [0.4600, 0.3224, 0.4783], [-3.6485, -0.1788, 0.3684], [-0.1830, -0.3879, 0.2314], [2.6127, 0.6397, 1.1630], [-1.1726, -0.3272, 0.0046], [-0.7194, 1.1094, -0.6378], [0.4368, -0.5296, -0.9464], [0.3538, 0.0330, 0.6552], [1.3844, 0.9838, -1.3878], [1.0151, -0.2993, 0.3725], [-0.4706, 0.4795, -0.2077], [0.2787, -0.3481, -0.0514], [-0.7138, -0.1348, -0.0736], [0.2104, -0.2349, -0.1921], [0.1524, -0.3911, -0.2869], [-0.1328, -0.5065, 0.4182], [1.0377, -0.8560, 0.1011], [-0.1441, 0.1099, -1.3059], [-0.4145, -0.7840, 0.2072], [0.0511, -0.0154, 0.1436], [-0.7364, 1.2322, 0.3937], [-0.0903, 0.2389, 0.2974], [0.0861, -0.7444, 0.4648], [-0.3220, 0.2505, -0.4031], [0.1852, -0.4142, -0.2654], [-0.0067, -0.0629, 0.5793], [0.3922, 0.6872, -0.2321], [-0.0756, 0.1812, -0.0755], [-0.0700, 0.8042, -0.7962], [-0.0208, -0.4860, 0.6003], [0.3237, -0.0833, 0.3324], [-0.4488, -0.1618, -0.1203], [-0.1307, -0.1045, -0.0707], [0.2043, 0.0034, 0.0671], [1.0226, 2.3944, 0.4048], [0.1208, -0.5027, -0.8876], [-0.4925, -0.2126, -0.0785], [-0.0051, -0.7614, -0.1142], [0.3277, 0.4042, 0.1744], [-0.5370, -0.7786, -0.0138]], "lowdin_spin": [0.2631, 0.0539, -0.0037, 0.5837, 0.0258, 0.0017, 0.0067, 0.0027, -0.0011, -0.0001, 0.0000, 0.0000, -0.0001, -0.0001, 0.0000, 0.0274, 0.0022, 0.0027, 0.0142, 0.0001, 0.0001, -0.0001, 0.0000, 0.0002, 0.0000, 0.0000, 0.0000, 0.0000, 0.0000, 0.0001, -0.0001, 0.0004, 0.0036, 0.0000, 0.0002, 0.0000, -0.0001, 0.0006, 0.0103, 0.0002, 0.0001, 0.0002, 0.0004, -0.0004, 0.0018, 0.0000, -0.0002, 0.0000, 0.0002, -0.0006, 0.0037, -0.0003, -0.0001, 0.0001, 0.0004]}

{"formula": "C20H25CaF3O6S", "method": "ωB97M-V/def2-TZVPD", "fmax_ev_per_a": 3.23, "homo_lumo_gap_ev": 3.87, "charge": 2, "e_lumo_ev": -9.19, "homo_energy_ev": -13.0630, "elements": ["C", "C", "O", "O", "C", "C", "C", "C", "C", "C", "S", "O", "C", "O", "O", "C", "C", "C", "C", "C", "C", "C", "C", "C", "C", "O", "C", "F", "F", "F", "H", "H", "H", "H", "H", "H", "H", "H", "H", "H", "H", "H", "H", "H", "H", "H", "H", "H", "H", "H", "H", "H", "H", "H", "H", "Ca"], "coordinates": [[1.5442, -3.7817, 1.3375], [2.3068, -2.3973, 1.2377], [3.1011, -2.1722, 2.1052], [2.0133, -1.4924, 0.2096], [3.2045, -1.0445, -0.4848], [2.9179, 0.2028, -1.4270], [1.8736, -0.2473, -2.5246], [0.7560, 0.8567, -2.8669], [-0.6894, 0.2101, -2.8582], [-1.8225, 1.0180, -2.0911], [-3.3419, 0.6043, -3.1778], [-1.8425, 2.4404, -2.1232], [-2.9582, 2.7421, -1.2682], [-3.4326, 3.7938, -1.0614], [-3.4634, 1.5754, -0.6129], [-2.3700, 0.6009, -0.6628], [-1.5752, 0.9524, 0.6672], [-0.2766, 1.8343, 0.5004], [0.4083, 1.8730, 1.9351], [1.7486, 1.3633, 2.2182], [2.2952, 1.3966, 3.5953], [1.4637, 1.9352, 4.6880], [0.1018, 2.4867, 4.4359], [-0.3971, 2.4349, 3.0586], [-3.0952, -0.8028, -0.4538], [-2.4587, -1.9196, -1.1539], [-2.4455, -3.0782, -0.3733], [-1.9887, -4.1552, -1.2538], [-1.5617, -3.0601, 0.6587], [-3.6822, -3.4067, 0.0359], [1.0676, -4.0895, 0.3570], [0.7048, -3.6749, 2.0893], [2.2179, -4.5799, 1.7423], [3.9441, -0.6828, 0.2863], [3.7423, -1.8725, -1.0443], [2.6004, 1.1123, -0.8586], [3.8992, 0.3841, -1.9577], [2.4498, -0.4865, -3.4690], [1.4195, -1.2350, -2.1730], [0.8547, 1.7890, -2.2507], [0.9953, 1.1742, -3.9263], [-0.5516, -0.8517, -2.5360], [-1.0145, 0.1674, -3.9378], [-3.3318, 1.4528, -4.2574], [-2.2862, 1.5505, 1.3115], [-1.2969, 0.0566, 1.2991], [0.4782, 1.3609, -0.1789], [-0.4974, 2.9120, 0.2452], [2.3876, 0.9267, 1.4162], [3.3138, 0.9871, 3.8322], [1.8341, 1.9572, 5.7466], [-0.5200, 2.8863, 5.2809], [-1.4308, 2.8420, 2.8774], [-3.0317, -1.0365, 0.6495], [-4.1845, -0.6752, -0.6868], [-0.1987, -3.2254, -2.2715]], "forces_ev_per_angstrom": [[-0.7652, 0.9442, -0.1642], [0.3003, -1.1319, 1.6258], [-0.4355, 0.3411, -1.1663], [-0.0958, -1.5280, -0.5612], [1.8661, 1.9173, 0.3301], [0.1715, -1.8648, -0.2882], [0.4713, 1.2881, -0.4487], [0.7086, -0.8780, -0.6710], [1.2327, 2.2946, -0.9572], [-1.6407, -1.8649, -1.8548], [-0.9294, -0.9414, -0.4515], [-0.5261, -0.8471, 2.0670], [-0.6785, -0.5237, 0.9075], [0.6646, -0.2088, -0.7099], [1.8831, 0.9808, -1.1357], [-0.6546, 0.5003, 1.1204], [0.9833, 0.3508, 0.0353], [0.7107, -0.0726, 1.9270], [0.1704, 0.3285, 2.0337], [-1.0332, 0.7170, 1.7946], [-2.5033, 0.8391, 0.0122], [-0.8903, 0.2139, -1.7034], [1.8859, -1.4587, -2.1773], [1.5742, -0.5159, 0.6515], [-0.5891, 1.7629, 1.4490], [1.1001, -2.6372, 0.8066], [-2.2659, 0.7603, 0.3420], [-0.1283, 1.3646, 0.8238], [-1.1733, -0.0918, -1.6866], [2.4223, 0.1623, -0.4629], [0.4768, 0.0739, 0.7150], [0.9015, 0.0064, -0.8473], [-0.4415, 0.8784, -0.6554], [-0.7612, -0.5157, -0.6501], [-1.0030, 0.6871, 0.4744], [0.2496, -0.9158, -0.4640], [-1.0459, 0.1169, 0.7822], [-0.7274, 0.1084, 1.0274], [-0.0028, 0.6648, -0.1427], [-0.1944, -1.1268, -0.3021], [-0.4845, -0.1996, 1.1934], [-0.6527, 0.6615, 0.3702], [0.2940, -0.1286, 1.3368], [0.7662, -0.1889, 0.8005], [0.6138, -0.8608, -0.8176], [-0.1949, 0.6828, -0.9928], [-0.8459, 0.5310, 0.3200], [0.1792, -1.3036, -0.1806], [-0.6898, 0.4645, 0.6789], [-1.2285, 0.5130, -0.4019], [-0.2329, -0.0974, -1.3028], [0.7616, -0.4326, -1.0987], [1.2515, -0.4444, 0.0363], [-0.0682, 0.3801, -1.1967], [1.0785, -0.5633, -0.3991], [0.1647, 0.8080, 0.2292]], "nbo_charge": [-0.6975, 0.7890, -0.4861, -0.5951, -0.1022, -0.4304, -0.3503, -0.4417, -0.3745, 0.1955, -0.1201, -0.5079, 0.9688, -0.4601, -0.5129, 0.1978, -0.4545, -0.4614, 0.0709, -0.2753, -0.2052, -0.2004, -0.1925, -0.2684, -0.1151, -0.5792, 1.1666, -0.4314, -0.2871, -0.2478, 0.1115, 0.2693, 0.2920, 0.2399, 0.1886, 0.2426, 0.2544, 0.2394, 0.0400, 0.2580, 0.2486, 0.0656, 0.2659, 0.1971, 0.2723, 0.2227, 0.1883, 0.2473, 0.1958, 0.2395, 0.2379, 0.2448, 0.2180, 0.2269, 0.2705, 1.9316]}